Version A
{"formula": "H18O9", "method": "ωB97M-V/def2-TZVPD", "orbital_gap_ha": 0.3604, "e_lumo_ev": -0.22, "total_charge": 0, "elements": ["H", "H", "O", "H", "H", "O", "H", "H", "H", "O", "H", "H", "H", "H", "H", "H", "O", "H", "H", "O", "H", "H", "O", "H", "O", "O", "O"], "coordinates": [[46.9613, -4.1598, 29.4880], [48.2899, -7.9809, 32.2113], [47.7727, -8.5697, 29.5238], [45.7208, -7.3708, 30.7985], [46.0946, -6.5451, 29.5799], [48.5576, -6.3906, 28.6725], [45.6717, -6.5170, 32.5200], [47.9393, -5.4002, 28.9837], [48.6965, -6.2555, 27.8108], [45.8145, -7.4761, 29.8441], [42.0927, -6.1095, 32.5787], [46.9506, -8.0613, 29.7040], [46.4187, -4.6135, 32.9672], [46.0009, -6.6579, 27.6291], [47.5713, -8.4588, 30.9107], [43.0166, -6.7994, 31.9404], [46.3165, -6.0154, 27.0277], [45.5553, -8.0439, 33.0085], [49.2829, -6.7671, 29.0828], [45.0483, -7.3014, 32.5802], [46.2230, -5.1961, 31.5709], [45.7173, -5.8989, 26.2391], [45.6285, -4.9007, 32.3666], [48.3970, -7.9042, 29.0874], [47.4178, -5.0727, 29.8155], [42.1226, -6.5449, 31.8092], [47.6586, -8.7099, 31.8402]], "lowdin_charge": [0.141, 0.088, -0.085, 0.029, 0.075, 0.097, -0.006, -0.090, 0.061, 0.015, -0.038, -0.120, 0.123, -0.001, -0.109, -0.018, -0.036, 0.077, 0.101, -0.112, 0.057, 0.092, -0.104, 0.045, -0.177, 0.006, -0.111]}

Version B
{"formula": "H18O9", "method": "ωB97M-V/def2-TZVPD", "orbital_gap_ha": 0.4020, "e_lumo_ev": -0.05, "smiles": "O.O.O.O.O.O.O.O.O", "total_charge": 0, "elements": ["O", "H", "H", "H", "H", "O", "O", "H", "H", "H", "H", "O", "O", "H", "O", "O", "H", "H", "O", "H", "H", "H", "H", "H", "H", "O", "H"], "coordinates": [[12.6856, -5.6768, -7.6890], [11.7593, -5.7703, -7.4665], [17.2342, -11.8624, -11.8963], [9.9279, -12.7991, -6.5724], [16.1973, -10.8343, -11.4965], [13.1017, -7.4836, -12.6022], [11.2603, -10.8844, -11.1212], [13.9056, -7.2022, -13.0391], [15.9792, -9.0821, -8.2450], [11.4304, -12.9800, -6.5325], [15.5675, -10.4835, -7.8471], [19.5052, -4.9759, -6.3300], [18.2160, -8.8535, -5.5090], [19.5924, -5.9290, -6.3156], [10.6711, -13.0784, -7.1070], [16.7455, -11.1104, -12.2309], [17.8625, -8.6975, -4.6333], [18.1876, -9.8046, -5.6134], [17.1724, -13.2581, -7.8541], [11.8164, -10.1570, -11.4000], [11.8072, -11.3867, -10.5172], [17.8944, -13.7351, -8.2633], [20.4031, -4.6516, -6.2616], [13.1081, -6.4320, -7.2798], [16.5306, -13.9343, -7.6369], [15.2636, -9.7126, -8.3262], [13.1415, -7.0726, -11.7386]], "lowdin_charge": [-0.054, 0.029, 0.025, 0.029, 0.021, -0.052, -0.052, 0.030, 0.029, 0.024, 0.017, -0.054, -0.051, 0.021, -0.052, -0.051, 0.032, 0.027, -0.053, 0.019, 0.025, 0.031, 0.028, 0.026, 0.031, -0.052, 0.028]}

Ordering by calculated energy gives the sequence version B, version A, with the first entry being the most stable.

Version A
{"formula": "H18O9", "method": "ωB97M-V/def2-TZVPD", "orbital_gap_ha": 0.3846, "e_lumo_ev": -0.12, "smiles": "O.O.O.O.O.O.O.O.O", "total_charge": 0, "elements": ["H", "H", "O", "O", "H", "H", "H", "O", "H", "H", "H", "O", "O", "O", "H", "H", "H", "H", "H", "O", "H", "O", "H", "H", "H", "H", "O"], "coordinates": [[3.5392, 0.1097, 0.4920], [-2.0131, -0.4251, -2.5362], [-2.7045, 0.9417, -1.4685], [3.6746, -0.8118, 1.0343], [-3.8839, -0.0880, -0.9198], [0.0665, 2.6007, 3.7471], [2.6968, 0.9935, -1.1277], [2.1883, 1.0001, -0.1315], [1.1013, -0.7497, -2.1294], [0.0533, -0.6328, 3.8049], [-0.2546, 1.0739, 1.0626], [-4.2694, -0.9209, -1.1874], [0.1703, -1.3799, 3.1449], [2.0408, -0.7662, -2.0555], [3.8524, -1.3485, 0.3022], [2.3387, -1.1759, -2.9568], [-3.3770, -1.4278, -1.3543], [0.9845, -0.9998, 2.7094], [0.8230, 1.4405, 4.4104], [0.0364, 1.6616, 4.0088], [1.8690, 0.0200, -0.1561], [-0.3258, 0.1979, 0.6302], [-1.7397, 0.8563, -1.5001], [0.4736, -0.2245, 0.8038], [-2.5986, -1.1616, -3.8173], [-2.9065, 1.8660, -1.2753], [-1.8357, -0.6495, -3.5344]], "lowdin_charge": [0.073, 0.035, -0.066, -0.113, -0.036, 0.065, 0.162, -0.192, 0.023, 0.037, 0.065, -0.115, -0.094, -0.079, -0.023, 0.129, 0.078, 0.038, -0.007, -0.021, 0.031, -0.031, 0.055, -0.041, 0.034, 0.092, -0.099]}

Version B
{"formula": "H18O9", "method": "ωB97M-V/def2-TZVPD", "orbital_gap_ha": 0.3919, "e_lumo_ev": 0.10, "smiles": "O.O.O.O.O.O.O.O.O", "total_charge": 0, "elements": ["H", "H", "H", "H", "H", "H", "O", "H", "H", "H", "H", "O", "H", "H", "H", "H", "H", "H", "H", "O", "H", "O", "O", "O", "O", "O", "O"], "coordinates": [[-1.3544, 2.8961, 0.2252], [0.4546, 1.3728, 0.0955], [5.7894, -1.7161, -0.0154], [3.2513, 0.3866, 0.6798], [4.8589, -2.3644, -1.0273], [-0.3403, 0.7383, 2.4663], [0.6814, 2.2200, -0.3043], [-0.6538, 2.1888, 2.1381], [-4.4473, -2.1866, -0.0575], [-0.3972, 0.6945, -2.1599], [0.6748, -0.4011, 0.0795], [4.0214, 0.5557, 0.1253], [-2.5848, 2.0949, -0.1675], [-4.5376, -1.2288, -1.2341], [3.9348, 1.4839, -0.1194], [-2.1976, -1.5806, 0.1605], [-0.0311, 2.3807, -0.9333], [-1.3575, -2.6342, 0.8636], [-1.1121, 0.4681, -0.8379], [-4.1348, -1.3280, -0.3641], [-0.4937, -1.2748, 0.5052], [0.3719, -1.3161, 0.0833], [-0.6798, 1.3018, 1.7619], [-2.2267, -2.2180, 0.8829], [4.8589, -1.7851, -0.2570], [-1.6227, 2.0872, -0.2250], [-1.2015, 0.3177, -1.7857]], "lowdin_charge": [0.072, -0.018, 0.036, 0.026, 0.036, 0.070, -0.074, 0.066, 0.049, 0.045, 0.008, -0.069, 0.095, 0.052, 0.037, 0.012, 0.021, 0.039, -0.020, -0.063, -0.014, -0.032, -0.060, -0.064, -0.069, -0.117, -0.063]}

Ordering by calculated energy gives the sequence version B, version A, with the first entry being the most stable.

Version A
{"formula": "H18O9", "method": "ωB97M-V/def2-TZVPD", "orbital_gap_ha": 0.3564, "e_lumo_ev": -0.28, "smiles": "O.O.O.O.O.O.O.O.O", "total_charge": 0, "elements": ["O", "H", "H", "H", "H", "H", "H", "H", "H", "O", "O", "O", "H", "H", "H", "H", "H", "H", "O", "H", "O", "H", "O", "O", "O", "H", "H"], "coordinates": [[-1.8172, 0.5932, -0.9369], [0.4515, -2.9021, -2.7672], [1.0858, 0.1880, -0.1060], [0.9454, -1.7389, -1.8792], [3.9223, 3.6316, 0.3595], [3.0554, 2.4016, 0.0667], [0.3160, 2.3262, 0.2463], [-0.5838, -2.1390, 2.6742], [0.3096, -1.0045, 0.4732], [0.8319, -0.7219, -0.3038], [-3.2078, -0.8630, 1.1651], [1.4309, 2.1897, -1.2319], [-1.8768, -4.0432, 0.3659], [-1.6104, -3.0031, -0.7181], [-0.2379, 3.0369, 1.4956], [-1.5740, 1.3052, -1.5382], [-2.2526, -0.9083, 1.3119], [-3.4945, -0.1070, 1.6875], [3.8691, 2.6825, 0.5120], [-1.0397, 0.0160, -0.9114], [-0.4925, -1.3021, 2.2028], [1.7161, 1.5565, -1.9079], [1.2524, -2.4672, -2.4560], [-0.1681, 2.1720, 1.0774], [-2.2254, -3.2260, -0.0098], [-0.0263, -0.7164, 2.8143], [1.4204, 3.0434, -1.6860]], "lowdin_charge": [-0.058, 0.024, 0.026, -0.014, 0.032, -0.011, -0.018, 0.074, 0.029, -0.058, -0.082, -0.048, 0.041, 0.028, 0.040, 0.030, -0.025, 0.034, -0.063, -0.005, -0.039, 0.088, -0.079, -0.064, -0.042, 0.076, 0.084]}

Version B
{"formula": "H18O9", "method": "ωB97M-V/def2-TZVPD", "orbital_gap_ha": 0.3585, "e_lumo_ev": -0.34, "smiles": "O.O.O.O.O.O.O.O.O", "total_charge": 0, "elements": ["H", "H", "O", "H", "H", "H", "H", "H", "O", "O", "H", "O", "O", "O", "H", "O", "H", "H", "H", "H", "O", "H", "O", "H", "H", "H", "H"], "coordinates": [[-18.8011, 25.3628, 11.1805], [-13.5057, 21.5993, 9.6601], [-16.8915, 21.8937, 10.7348], [-17.2731, 21.3107, 11.4201], [-19.7078, 23.2020, 8.9745], [-15.5305, 20.1206, 13.6105], [-15.5715, 18.7111, 13.3711], [-19.1089, 19.8591, 12.9003], [-17.4009, 24.7401, 12.2230], [-19.3137, 22.6767, 9.6998], [-14.9745, 21.7375, 10.5854], [-16.7325, 22.8941, 7.6815], [-19.2594, 25.5257, 10.3596], [-15.3790, 19.4797, 12.7860], [-18.6279, 19.5547, 9.5359], [-13.9880, 21.7916, 10.5911], [-17.1127, 23.8894, 11.8090], [-17.5045, 19.5218, 12.3427], [-18.8423, 19.8768, 8.2482], [-17.4235, 22.3699, 7.1672], [-18.2565, 19.9228, 12.2363], [-17.4275, 24.5047, 13.1219], [-19.3474, 19.8627, 9.0805], [-17.6393, 22.1575, 10.3006], [-16.5693, 22.2549, 8.5040], [-19.0836, 24.6574, 9.8260], [-19.4856, 21.7473, 9.7509]], "lowdin_charge": [-0.033, 0.112, -0.034, 0.030, 0.084, 0.123, 0.049, 0.185, -0.032, -0.060, -0.020, -0.125, -0.105, -0.101, -0.018, -0.151, 0.052, -0.107, 0.074, 0.051, -0.040, 0.021, -0.006, -0.066, 0.068, 0.043, 0.004]}

Version C
{"formula": "H18O9", "method": "ωB97M-V/def2-TZVPD", "orbital_gap_ha": 0.3944, "e_lumo_ev": -0.98, "smiles": "O.O.O.O.O.O.O.O.O", "total_charge": 0, "elements": ["H", "O", "H", "H", "O", "O", "O", "H", "H", "O", "H", "H", "O", "H", "H", "H", "H", "H", "H", "O", "H", "H", "H", "O", "H", "O", "H"], "coordinates": [[0.0323, -2.5446, 1.1049], [0.3266, 0.2092, 0.2206], [0.9621, -1.6004, -2.9265], [-2.5726, -2.1042, -0.8520], [-3.2202, 0.9105, -0.0871], [0.1439, -2.6663, 2.1259], [3.5808, -1.5383, -1.9791], [-3.9405, 1.4642, 0.2601], [1.8604, 2.6316, 2.0739], [-0.2183, 1.5957, -3.2138], [-0.2583, 1.4181, 4.3351], [2.8003, -1.6819, -1.5397], [1.8130, 3.5215, 1.9171], [3.2305, -0.7781, -2.4984], [-0.4852, 0.7215, 0.1885], [-2.0286, -0.8268, -1.0732], [-0.2007, -1.9947, -1.9680], [-0.6363, 0.8625, -2.6334], [0.7028, 1.3209, -3.2263], [0.5034, 1.9216, 4.6919], [1.0331, -3.0862, 2.0372], [0.2610, -0.4211, -0.5388], [0.9212, 3.6291, 2.2740], [-2.7434, -1.2081, -0.6376], [0.6768, 2.4211, 3.9231], [0.6404, -2.3134, -2.3779], [-3.1845, 0.1367, 0.3995]], "lowdin_charge": [0.059, -0.047, 0.028, 0.051, -0.051, -0.111, -0.020, 0.065, -0.027, -0.071, 0.059, -0.052, -0.005, 0.053, 0.024, -0.013, 0.033, 0.056, 0.019, -0.032, 0.046, 0.007, 0.038, -0.011, -0.036, -0.034, -0.028]}

Ordering by calculated energy gives the sequence version A, version B, version C, with the first entry being the most stable.

Version A
{"formula": "C4H3N3O", "method": "ωB97M-V/def2-TZVPD", "orbital_gap_ha": 0.3876, "e_lumo_ev": 0.08, "smiles": "N#CC(C#N)/C=N/O", "total_charge": 0, "elements": ["C", "C", "N", "C", "N", "H", "C", "N", "H", "H", "O"], "coordinates": [[-0.7362, 0.0099, 0.5538], [-1.0691, 1.3770, 0.2771], [-2.6566, -1.7753, -0.3376], [-1.8512, -0.8577, -0.1692], [-1.0804, 2.4455, -0.4467], [0.2920, 0.1689, -1.3162], [0.4642, 0.0136, -0.2905], [1.5043, -0.4115, 0.3390], [3.2906, -0.3777, 0.3084], [-0.7006, -0.1046, 1.5167], [2.5431, -0.4881, -0.4348]], "lowdin_charge": [-0.255, -0.145, 0.141, -0.075, 0.161, 0.133, -0.148, -0.039, 0.187, 0.086, -0.045]}

Version B
{"formula": "C4H3N3O", "method": "ωB97M-V/def2-TZVPD", "orbital_gap_ha": 0.3736, "e_lumo_ev": 0.96, "smiles": "c1cc2onnn2c1", "total_charge": 0, "elements": ["O", "N", "N", "H", "C", "C", "C", "N", "H", "H", "C"], "coordinates": [[-1.8547, 0.8149, 0.8275], [0.0390, 1.7319, 1.2598], [0.2313, 0.4820, 0.6562], [-1.6126, -1.2096, -1.3388], [-0.9113, 0.0225, 0.1676], [1.3441, -0.0965, 0.0279], [-0.6858, -0.8310, -0.7483], [-1.1592, 1.7600, 1.3555], [1.2755, -1.5580, -1.9054], [2.4397, -0.1358, 0.6226], [0.8940, -0.9803, -0.9245]], "lowdin_charge": [0.083, 0.142, -0.085, 0.137, -0.364, -0.115, -0.037, -0.045, 0.140, 0.176, -0.031]}

Ordering by calculated energy gives the sequence version B, version A, with the first entry being the most stable.

Version A
{"formula": "C4H3N3O", "method": "ωB97M-V/def2-TZVPD", "orbital_gap_ha": 0.3592, "e_lumo_ev": 0.70, "total_charge": 0, "elements": ["H", "N", "C", "C", "H", "N", "H", "C", "C", "N", "O"], "coordinates": [[1.1155, 3.2620, -2.3667], [0.5996, -0.8418, -0.8998], [0.1037, -1.5161, 0.0918], [0.1142, 0.3849, -0.5809], [0.2309, -2.5910, 0.1455], [-0.3582, 0.5543, 0.6659], [-1.1867, -0.3943, 2.7168], [0.4532, 1.4280, -1.4005], [0.7131, 2.3548, -2.0682], [-0.4296, -0.6983, 1.0298], [-0.8934, -1.1607, 2.2101]], "lowdin_charge": [0.020, 0.156, -0.129, -0.408, 0.135, 0.188, 0.124, -0.094, 0.139, -0.215, 0.084]}

Version B
{"formula": "C4H3N3O", "method": "ωB97M-V/def2-TZVPD", "orbital_gap_ha": 0.4230, "e_lumo_ev": 0.49, "smiles": "N#CC(C#N)C(N)=O", "total_charge": 0, "elements": ["C", "O", "N", "C", "C", "C", "N", "H", "H", "H", "N"], "coordinates": [[1.0710, -0.9892, -0.3800], [-2.1169, 0.6415, -0.4551], [1.7077, -1.9101, -0.0570], [0.2900, 0.1676, -0.6929], [-1.1955, -0.0438, -0.0915], [0.9332, 1.3125, -0.0137], [-1.2093, -1.0168, 0.8314], [-2.1259, -1.1758, 1.2915], [-0.0290, 0.3888, -1.7006], [-0.4100, -1.6486, 1.0777], [1.3455, 2.1585, 0.6601]], "lowdin_charge": [-0.210, 0.096, 0.195, -0.178, -0.508, -0.162, 0.168, 0.145, 0.154, 0.118, 0.183]}

Ordering by calculated energy gives the sequence version B, version A, with the first entry being the most stable.

Version A
{"formula": "C4H3N3O", "method": "ωB97M-V/def2-TZVPD", "orbital_gap_ha": 0.3360, "e_lumo_ev": -0.91, "smiles": "N#C/C=N\\N=C/C=O", "total_charge": 0, "elements": ["C", "H", "N", "H", "O", "C", "C", "C", "N", "H", "N"], "coordinates": [[-1.2402, -0.2417, -1.4691], [2.6092, -0.7540, 0.4260], [0.0276, 1.1619, 0.0956], [-0.3001, -0.6977, -1.8414], [-2.3367, -0.5565, -1.8412], [1.6543, -0.2700, 0.6554], [0.9659, -0.6058, 1.8893], [-1.0895, 0.8792, -0.4549], [0.4962, -0.9183, 2.8999], [-1.9772, 1.4496, -0.1543], [1.1904, 0.5533, -0.2052]], "lowdin_charge": [-0.229, 0.116, 0.022, 0.120, 0.069, -0.145, -0.193, -0.070, 0.163, 0.126, 0.022]}

Version B
{"formula": "C4H3N3O", "method": "ωB97M-V/def2-TZVPD", "orbital_gap_ha": 0.3097, "e_lumo_ev": -1.50, "smiles": "O=c1ccncnn1", "total_charge": 0, "elements": ["C", "H", "N", "N", "C", "C", "H", "N", "O", "H", "C"], "coordinates": [[1.2246, -1.0347, 0.3481], [-1.1353, 1.8709, -0.6367], [0.1829, -1.8042, -0.2629], [-1.0200, -1.4294, -0.4015], [-0.6343, 1.0062, -0.2744], [-1.4702, -0.2039, 0.0721], [1.1701, 2.0480, -0.3821], [1.5813, 0.2013, 0.3389], [-2.5633, -0.0712, 0.5428], [1.9850, -1.7855, 0.7624], [0.6793, 1.2025, -0.1067]], "lowdin_charge": [-0.190, 0.103, 0.080, 0.126, 0.034, -0.470, 0.075, 0.085, 0.126, 0.126, -0.097]}

Version C
{"formula": "C4H3N3O", "method": "ωB97M-V/def2-TZVPD", "orbital_gap_ha": 0.3077, "e_lumo_ev": -1.19, "smiles": "O=c1cnccnn1", "total_charge": 0, "elements": ["C", "C", "N", "O", "H", "H", "N", "H", "N", "C", "C"], "coordinates": [[-0.1262, -0.8350, 1.4355], [0.2164, 0.6704, 1.3689], [1.2613, 0.8751, -0.7774], [-0.4660, 1.6579, 1.7726], [0.0438, -1.4498, 2.2516], [-0.0329, 0.6515, -2.6047], [1.3906, 0.8642, 0.4828], [-1.2498, -1.0979, -1.6728], [-0.4170, -1.1489, 0.1752], [0.0074, 0.4792, -1.4493], [-0.6275, -0.6667, -0.9823]], "lowdin_charge": [0.065, -0.354, 0.036, 0.057, 0.090, 0.130, 0.075, 0.081, 0.060, -0.041, -0.199]}

Ordering by calculated energy gives the sequence version A, version B, version C, with the first entry being the most stable.